(1)
20
Properties=species:S:1:pos:R:3:forces:R:3:mulliken_charge:R:1 method="wB97M-V/def2-TZVPD" charge=+1 e_homo_ev=-12.83 orbital_gap_ev=8.843
C 1.83252 -1.63011 0.99593 -0.020 1.960 -1.453 -0.05
C 3.26075 1.36616 -0.27527 0.415 -1.232 2.647 -0.14
C -0.45960 0.44518 0.51522 2.514 -2.772 -0.419 0.81
C 0.76572 -1.32781 0.08069 -0.966 3.095 1.290 -0.73
C -2.51668 1.32857 -0.18438 -1.264 0.547 -0.189 -0.95
C -2.06131 -1.20829 -0.30709 0.345 1.629 -2.500 -0.84
N 2.98054 0.11424 -0.36026 0.599 1.631 -2.045 -0.62
N 2.12457 -0.57142 0.33492 -1.344 -1.464 1.708 0.54
N -1.67077 0.17503 0.15336 -0.948 -0.942 -0.417 -0.01
O 0.30839 1.26343 0.86563 -0.575 0.156 0.016 -0.42
H 2.29770 -2.21634 1.73161 0.526 -0.884 0.709 0.47
H 3.83768 1.75240 -1.08147 0.379 0.229 -0.540 0.31
H 3.23634 1.95410 0.69582 -0.805 -0.548 -1.304 0.25
H 0.60617 -1.78754 -0.87127 0.416 -0.774 -0.410 0.37
H -2.55529 1.56962 -1.27485 0.531 -0.360 0.751 0.35
H -3.59289 1.20118 0.09872 1.093 -0.229 0.161 0.34
H -2.09287 2.15431 0.38401 -0.292 0.239 -0.245 0.35
H -1.96574 -2.00660 0.38915 -0.762 -0.045 1.292 0.36
H -3.04555 -1.04964 -0.84903 1.140 -0.734 1.022 0.36
H -1.28969 -1.52646 -1.04144 -0.985 0.498 -0.075 0.28

(2)
50
Properties=species:S:1:pos:R:3:forces:R:3:mulliken_charge:R:1 method="wB97M-V/def2-TZVPD" e_homo_ev=-9.17 orbital_gap_ev=9.692
C 5.53817 -0.16300 1.40481 -1.505 1.472 2.525 -0.43
C 5.82794 0.89490 2.53875 2.200 -5.897 -0.474 -0.65
O 6.31202 0.09735 3.61888 -3.016 -4.017 -5.451 -0.48
O 4.61734 0.42084 0.48574 0.198 0.204 -1.055 -0.54
H 5.12576 -1.12689 1.83789 -0.038 1.515 -0.470 0.27
H 6.49294 -0.39630 1.11734 2.205 -0.765 -2.110 0.34
H 4.95806 1.25003 2.74500 -5.585 2.607 1.684 0.47
H 6.46342 1.64949 2.28135 2.069 1.884 -1.046 0.41
H 6.68561 0.55439 4.24212 3.259 4.250 5.402 0.24
H 4.91546 1.23578 0.01212 0.296 -1.138 0.868 0.28
C -2.81555 1.36914 1.99161 1.906 -1.372 -2.286 0.35
C -4.27140 1.70892 1.72150 0.344 1.377 1.609 -0.45
O -4.38806 2.24622 0.44088 2.682 -0.007 -0.116 -0.45
O -2.66848 0.76825 3.28636 -2.914 5.894 0.006 -0.54
H -2.16977 2.32673 1.73929 -1.048 -1.784 1.123 0.19
H -2.41104 0.54915 1.20087 -1.119 1.898 1.412 -0.24
H -4.60990 2.44627 2.51067 0.465 -0.439 -0.618 0.26
H -4.93471 0.89404 1.84069 -0.412 -1.390 0.142 0.35
H -5.28034 2.35844 0.27065 -2.617 0.433 -0.728 0.26
H -2.23438 0.00410 3.24271 2.764 -4.624 -0.561 0.31
C -3.00977 -3.42692 -2.17186 2.048 -2.429 1.467 -0.65
C -1.96335 -2.52068 -1.53024 0.577 1.032 -0.582 0.29
O -0.63590 -2.90479 -1.91166 0.018 -2.946 -0.974 -0.52
O -4.25802 -2.95298 -1.89859 -2.679 -0.884 -0.742 -0.49
H -2.84200 -4.54162 -1.83549 -0.341 1.674 -0.011 0.25
H -2.75409 -3.49349 -3.20536 -0.033 0.381 -1.210 0.37
H -1.91987 -2.48872 -0.39898 -0.970 0.326 -1.246 0.20
H -2.05298 -1.53415 -2.08669 -0.411 -0.650 1.534 -0.03
H -0.65450 -3.88483 -2.20165 0.202 2.273 0.786 0.27
H -4.92902 -3.55294 -2.35055 1.238 1.310 0.949 0.33
C 1.70709 -1.38916 -0.12758 -7.706 0.944 0.013 -0.71
C 1.13656 -0.09260 0.50558 2.914 -2.457 0.866 0.19
O 1.87039 0.91471 -0.04555 2.382 2.369 -1.354 -0.50
O 0.97163 -2.47540 0.36352 -3.179 -2.420 -0.197 -0.68
H 2.61265 -1.60869 0.09785 6.298 -0.772 1.355 0.49
H 1.51341 -1.36789 -1.16823 0.380 0.583 -1.371 0.33
H 1.27623 -0.03464 1.58755 -0.126 -0.636 0.295 0.21
H 0.10537 -0.11932 0.33756 -1.677 0.753 -0.777 -0.01
H 2.87500 0.68907 0.01553 -2.577 0.372 0.192 0.38
H 0.09879 -2.72155 -0.17844 3.325 1.200 1.162 0.34
C -1.66985 1.63035 -1.78662 0.638 -0.732 -1.605 0.58
C -0.63026 2.65420 -2.16862 1.725 -2.438 0.936 -0.60
O 0.07600 3.17362 -1.09584 0.055 1.384 1.764 -0.56
O -2.29219 1.20897 -3.03741 0.153 -0.480 -1.088 -0.60
H -2.39328 2.03442 -1.05313 0.029 -0.265 -0.842 0.02
H -1.18852 0.76992 -1.40524 0.432 -1.078 1.011 -0.21
H -1.28519 3.28926 -2.65024 -0.339 2.662 -1.138 0.41
H 0.18798 2.26774 -2.81200 -1.085 -0.286 -0.563 0.32
H 0.55803 2.52019 -0.54439 -0.372 0.051 -0.956 0.28
H -1.66346 0.87009 -3.77244 -1.053 1.059 2.470 0.33

(3)
151
Properties=species:S:1:pos:R:3:forces:R:3:mulliken_charge:R:1 method="wB97M-V/def2-TZVPD" charge=+1 e_homo_ev=-11.63 orbital_gap_ev=8.738
C 0.63954 -2.48003 -3.24732 0.081 -0.028 0.012 -1.37
C 1.41617 -2.29551 -1.93192 -0.150 -0.319 -0.060 0.80
C 0.56385 -2.35431 -0.65334 0.198 0.141 0.049 -1.56
C 0.08849 -0.98862 -0.13792 -0.334 -0.368 0.158 1.07
C -1.07692 -0.38622 -0.93800 0.181 -0.183 0.074 -0.05
C -1.38743 1.09720 -0.65199 -0.235 -0.290 -0.204 -1.36
N -0.36614 1.79165 0.13012 -0.091 0.595 0.373 0.15
C -0.49623 2.20114 1.39453 0.218 -0.138 -0.082 0.30
C -1.68347 2.07173 2.29248 -0.064 -0.144 0.138 -0.59
C -1.64908 3.16339 3.33877 -0.142 -0.301 -0.098 0.23
C -1.82147 4.48572 2.96526 -0.060 -0.124 -0.451 -0.19
C -1.75680 5.48694 3.90609 0.065 0.382 0.140 -0.78
C -1.49763 5.17148 5.23116 -0.096 0.383 0.099 -0.40
C -1.31921 3.85533 5.59959 0.082 0.136 0.659 -0.71
C -1.41153 2.85154 4.66457 0.156 -0.450 -0.201 -0.55
N 0.64196 2.68758 1.86494 0.209 -0.009 -0.072 -0.35
C 1.53785 2.56792 0.88548 -0.123 -0.428 -0.271 0.69
N 2.82154 2.86354 1.15009 -0.260 0.293 -0.341 0.22
C 4.01842 2.59754 0.33132 0.628 -0.084 0.351 -1.32
C 4.84095 1.43851 0.89764 -0.313 -0.110 0.019 -0.91
C 4.00170 0.15848 1.04062 0.315 0.013 -0.557 1.04
S 4.20748 -0.66085 2.57596 -0.556 -0.152 0.047 1.15
O 3.69385 -1.99266 2.49348 0.128 0.197 0.051 -0.68
O 3.73308 0.19678 3.63246 0.098 -0.259 -0.443 -0.49
O 5.79230 -0.67954 2.61244 0.075 -0.134 0.199 -0.54
P 3.07539 3.55245 2.73119 0.171 0.193 -0.006 0.65
O 4.48258 3.94497 2.90098 -0.002 -0.148 0.031 -0.79
N 0.95445 2.08179 -0.26364 -0.367 0.064 0.134 -0.24
P 1.77263 1.85891 -1.89549 0.096 -0.067 -0.341 0.85
O 2.14117 3.39733 -2.16196 0.233 0.045 0.462 -0.49
Cl 0.18848 1.71347 -3.21079 -0.004 -0.074 0.022 -0.33
H 0.62764 -3.53078 -3.54278 -0.041 0.009 0.044 0.24
H 1.10095 -1.93307 -4.07230 -0.054 0.007 0.038 0.31
H -0.40368 -2.17224 -3.16702 0.035 0.092 -0.051 0.38
H 2.00170 -1.37011 -1.94495 -0.051 0.022 0.020 -0.46
H 2.14731 -3.10584 -1.87325 0.109 0.156 -0.011 0.37
H -0.29039 -3.02469 -0.79519 0.013 0.033 0.000 0.47
H 1.17210 -2.79255 0.14298 -0.066 -0.009 -0.027 0.45
H -0.24723 -1.12779 0.89649 0.090 0.158 0.023 0.37
H 0.95801 -0.32924 -0.09713 0.007 0.007 -0.084 -0.90
H -0.91617 -0.54085 -2.00213 0.074 0.184 -0.016 -0.02
H -1.96646 -0.96656 -0.68157 -0.011 0.053 -0.114 0.38
H -2.29939 1.17644 -0.06270 0.203 0.060 0.154 0.28
H -1.57937 1.66188 -1.55844 0.000 -0.064 0.067 0.53
H -1.58116 1.09687 2.78348 -0.036 0.028 -0.026 0.34
H -2.64073 2.05114 1.77094 0.137 0.103 -0.190 0.47
H -1.99621 4.72801 1.92114 -0.054 0.037 0.012 0.47
H -1.89114 6.51879 3.60992 -0.030 0.018 0.015 0.44
H -1.42974 5.95307 5.97508 0.011 -0.001 -0.048 0.49
H -1.09637 3.61915 6.63286 -0.043 -0.040 -0.019 0.43
H -1.26545 1.82250 4.97076 -0.014 -0.041 -0.053 0.36
H 4.63401 3.49801 0.35376 -0.088 -0.023 -0.068 0.28
H 3.79538 2.38304 -0.70403 -0.295 0.044 -0.084 0.60
H 5.65780 1.23535 0.20777 0.030 0.098 0.019 0.35
H 5.27886 1.73701 1.84898 -0.070 0.025 0.033 0.72
H 2.92624 0.33981 1.00541 -0.032 -0.002 0.065 -1.04
H 4.23041 -0.55995 0.25002 -0.030 -0.001 0.100 0.15
H 6.07626 -1.03940 3.46937 0.131 -0.023 -0.089 0.39
H 2.15928 4.60638 2.75678 -0.157 -0.037 0.028 0.03
H 2.57875 2.55840 3.57492 -0.091 0.041 0.063 0.11
H 1.67440 4.07003 -1.64753 -0.097 0.090 -0.218 0.40
C 5.24899 -2.24708 -3.65166 0.175 0.006 -0.112 -0.33
C 6.38190 -1.37923 -4.16912 -0.008 -0.144 -0.018 -0.37
O 5.92836 -0.05127 -3.82572 0.084 -0.017 -0.039 -0.36
C 5.06256 -0.15872 -2.81723 -0.162 -0.003 0.005 0.45
O 4.61007 0.76682 -2.19892 0.143 0.125 0.085 -0.39
O 4.73348 -1.43122 -2.57499 0.002 -0.126 0.018 -0.12
H 5.55657 -3.21545 -3.27713 -0.046 0.024 0.122 0.35
H 4.45591 -2.38976 -4.38404 -0.015 0.002 0.002 0.25
H 7.32379 -1.56388 -3.65296 -0.011 0.022 0.034 0.27
H 6.53715 -1.44991 -5.24072 -0.070 0.121 -0.022 0.32
C 1.78820 6.43643 5.84569 -0.001 -0.061 -0.147 0.07
C 2.97016 6.99782 6.60649 0.059 0.088 0.017 -0.33
O 2.43963 8.23634 7.10711 0.076 -0.007 -0.066 -0.36
C 1.09486 8.14834 7.15120 0.033 -0.091 0.115 0.53
O 0.36798 8.94058 7.64969 -0.035 0.065 -0.003 -0.54
O 0.67775 7.00392 6.54545 0.056 -0.019 -0.100 -0.27
H 1.73347 5.35153 5.87512 -0.118 -0.004 0.135 0.08
H 1.75224 6.78106 4.80843 0.037 0.035 -0.004 0.22
H 3.25046 6.36395 7.44346 -0.024 0.006 0.058 0.24
H 3.84006 7.19705 5.98556 -0.039 0.115 -0.007 0.35
C 2.00885 -7.29377 -2.54874 -0.106 -0.069 -0.018 -0.07
C 2.05199 -7.65112 -4.02032 0.005 -0.179 0.024 -0.25
O 2.75157 -6.52244 -4.57936 -0.077 0.011 -0.030 -0.36
C 3.49220 -5.96279 -3.61084 0.050 -0.125 -0.068 0.68
O 4.32288 -5.12459 -3.79571 -0.023 0.117 0.052 -0.55
O 3.18036 -6.47234 -2.40489 -0.057 0.040 0.073 -0.35
H 2.07004 -8.15779 -1.89494 0.145 0.010 -0.004 0.11
H 1.13434 -6.69401 -2.28778 0.009 0.017 -0.010 0.21
H 2.63149 -8.55328 -4.20602 0.009 0.005 0.042 0.23
H 1.07193 -7.74699 -4.47781 0.014 0.141 -0.065 0.35
C -2.31824 4.45553 -5.48720 0.084 -0.001 -0.037 -0.32
C -1.17534 4.97470 -4.63359 0.031 -0.064 -0.097 0.06
O -1.75240 6.13299 -4.02269 0.063 -0.021 0.027 -0.35
C -3.09728 5.98262 -4.01315 -0.045 -0.053 -0.086 0.63
O -3.85562 6.68420 -3.42867 0.010 0.072 0.113 -0.50
O -3.45944 4.91480 -4.75543 -0.023 -0.056 -0.049 -0.31
H -2.34601 3.37290 -5.57468 -0.089 -0.007 0.072 0.28
H -2.33295 4.89846 -6.48334 -0.003 0.034 0.011 0.27
H -0.89835 4.26881 -3.84890 0.001 0.002 0.000 -0.07
H -0.29192 5.25009 -5.20289 -0.027 0.128 0.021 0.33
C 4.20397 1.75523 5.85573 0.248 0.029 0.193 0.69
C 5.36067 2.26529 6.69789 -0.049 -0.074 -0.058 -0.48
O 4.81109 3.46193 7.26526 0.046 0.012 0.059 -0.33
C 3.46787 3.35452 7.27727 0.077 -0.031 -0.057 0.60
O 2.73294 4.11351 7.82472 -0.076 -0.052 0.005 -0.55
O 3.06857 2.28080 6.55977 -0.063 0.040 -0.040 -0.30
H 4.13736 0.67281 5.80231 -0.101 0.154 0.109 0.33
H 4.21251 2.16725 4.84494 0.141 -0.055 0.231 -0.52
H 5.62092 1.58451 7.50905 -0.020 -0.009 0.021 0.29
H 6.25078 2.50336 6.12329 -0.027 0.140 -0.009 0.32
C -6.64393 6.00896 -1.90204 -0.030 0.159 -0.012 -0.24
C -8.05540 6.54739 -1.75287 0.082 -0.002 0.048 -0.28
O -8.83239 5.50714 -2.36578 -0.051 0.102 0.069 -0.36
C -8.12761 4.35259 -2.31545 -0.012 0.064 -0.045 0.68
O -8.56690 3.28603 -2.59958 -0.020 -0.080 -0.033 -0.55
O -6.86343 4.58873 -1.91342 0.104 0.006 0.059 -0.30
H -5.98308 6.27245 -1.08158 -0.009 -0.096 0.045 0.31
H -6.17854 6.30301 -2.84075 0.007 -0.028 -0.008 0.22
H -8.36710 6.64741 -0.71241 0.012 -0.031 0.008 0.26
H -8.21716 7.48873 -2.27006 -0.068 -0.065 -0.100 0.30
C 1.10059 -12.08157 -0.37381 0.094 -0.002 -0.039 -0.07
C 2.50793 -12.59447 -0.13692 -0.088 -0.035 0.133 -0.38
O 3.17102 -12.22076 -1.35254 0.048 -0.030 0.028 -0.34
C 2.50819 -11.19022 -1.90397 0.006 -0.129 -0.011 0.62
O 2.90037 -10.55483 -2.83297 -0.035 0.174 -0.016 -0.51
O 1.33784 -10.97336 -1.26769 -0.005 0.013 0.083 -0.36
H 0.60657 -11.73288 0.52843 0.009 0.117 -0.041 0.24
H 0.47223 -12.81022 -0.87633 -0.017 -0.009 -0.031 0.25
H 3.00581 -12.09547 0.69592 -0.009 0.021 -0.007 0.25
H 2.55838 -13.66980 0.00273 0.036 -0.019 -0.133 0.30
C -2.74288 -12.66386 2.70857 -0.079 0.045 0.000 -0.28
C -3.83033 -12.94437 1.68633 -0.032 -0.001 0.098 -0.31
O -3.06473 -13.25699 0.51570 -0.066 0.026 -0.018 -0.32
C -1.84635 -13.68566 0.90137 -0.075 -0.099 0.034 0.70
O -1.04301 -14.18522 0.18125 0.042 0.005 0.005 -0.55
O -1.66078 -13.46855 2.22262 0.028 0.066 0.048 -0.31
H -3.00073 -12.96172 3.72038 0.062 -0.101 -0.010 0.29
H -2.42914 -11.61876 2.70549 -0.007 0.004 -0.013 0.24
H -4.43638 -13.81222 1.94791 0.015 -0.012 0.015 0.27
H -4.47836 -12.09561 1.48962 0.055 0.022 -0.105 0.28
C -11.11360 5.38404 -5.78921 0.005 -0.069 0.055 -0.34
C -9.68601 4.93766 -5.53793 -0.052 -0.056 0.015 0.04
O -9.07576 5.15390 -6.81702 0.033 -0.057 0.037 -0.37
C -9.79001 6.09109 -7.48329 -0.019 -0.013 0.050 0.64
O -9.44919 6.61040 -8.49333 0.029 0.036 -0.066 -0.52
O -10.94638 6.35338 -6.82966 -0.056 0.004 0.026 -0.34
H -11.58648 5.84161 -4.92501 0.018 0.111 -0.045 0.29
H -11.74408 4.57520 -6.16147 0.016 -0.012 -0.012 0.24
H -9.18261 5.55939 -4.79979 -0.019 0.043 0.005 -0.01
H -9.59653 3.89447 -5.24889 0.051 -0.020 -0.087 0.34